#P
A single C4Cl2 molecule, computed with ωB97M-V/def2-TZVPD.

Summary:
net charge: 0

Last column: Löwdin charge in e.
Cartesian coordinates (Å):
Cl 1.83252 1.45426 -0.00062  0.7634
Cl -2.73899 0.60866 -0.00303  0.7554
C -1.22306 0.02921 0.01947  -0.5529
C 1.10300 -1.37839 -0.00351  0.0843
C 1.21965 -0.08864 0.00121  -0.7216
C -0.19312 -0.62510 -0.01352  -0.3286

#Q
A single C4Cl2 molecule, computed with ωB97M-V/def2-TZVPD.

Summary:
structure (SMILES): ClC#CC#CCl
net charge: 0

Last column: Löwdin charge in e.
Cartesian coordinates (Å):
Cl -2.90174 1.07223 -0.01532  0.7256
Cl 2.93047 1.08580 0.02635  0.6586
C 1.42320 0.32413 -0.09913  -0.5514
C 0.66040 -0.60919 -0.07127  -0.1333
C -0.73376 -0.66212 0.09552  -0.1072
C -1.44221 0.32104 0.05698  -0.5922

#Q ends up most stable, edging out the next structure by 37.0 kJ/mol.

#P
A gas-phase ion, C4H10NS2 (charge +1), computed with ωB97M-V/def2-TZVPD.

Summary:
structure (SMILES): C[N@@H+]1CCS[C@H]1S
net charge: +1

Last column: Löwdin charge in e.
Cartesian coordinates (Å):
S 1.95559 1.93988 0.66269  0.7588
S 1.97901 -1.12828 -0.35615  0.8325
N -0.26484 0.40255 -0.08160  -0.2658
C -0.73707 -1.04556 -0.26709  -0.1372
C 0.45821 -1.77257 -1.08042  -0.4814
C -1.33554 1.30722 0.38115  -0.0246
C 0.95955 0.37365 0.68539  -0.7240
H 0.34013 -2.88107 -0.92716  0.1001
H -0.10162 0.79405 -1.07470  0.2136
H -1.73015 1.87917 -0.44454  0.0969
H -2.25837 0.72468 0.78011  0.1379
H 0.33481 -1.51904 -2.15454  0.0833
H 3.05483 1.43577 1.21284  -0.1181
H -1.61849 -0.98560 -0.96193  0.1438
H -1.00944 -1.50177 0.75208  0.1676
H -1.03487 2.06574 1.23054  0.1459
H 1.00827 -0.08881 1.64334  0.0707

#Q
2 unconnected molecules or ions with the total composition C4H10NS2, computed with ωB97M-V/def2-TZVPD.

Summary:
net charge: +1

Last column: Löwdin charge in e.
Cartesian coordinates (Å):
S 2.45847 1.02378 -0.43399  0.7205
S 1.46518 1.30510 -3.36402  0.8172
N 0.54300 -0.00148 1.46990  0.1658
C 0.41889 0.80672 -2.25496  -0.6584
C 0.83513 0.37263 -0.86042  -0.7520
C -1.36380 -0.44390 0.00092  -0.0248
C -0.15280 0.46288 0.21447  -0.4383
H -0.65280 0.56110 -2.27605  0.0620
H 1.12325 0.80013 1.98229  0.2119
H -0.16339 -0.33822 2.14442  0.1754
H -1.74485 -0.16839 -1.00976  0.0936
H -1.06915 -1.56280 0.16154  0.1414
H 2.45419 1.88273 -1.61529  -0.1222
H -2.14946 -0.11306 0.62891  0.0760
H -0.47694 1.43154 0.35888  0.1398
H 1.23594 -0.70175 1.33743  0.1251
H 1.05089 -1.11978 -1.21302  0.2671

#P ends up most stable, edging out the next structure by 130.9 kJ/mol.

#P
A molecular structure, C2H10N3, computed with ωB97M-V/def2-TZVPD.

Summary:
net charge: +1

Last column: Löwdin charge in e.
Cartesian coordinates (Å):
N 1.55233 -0.44554 0.20369  0.0950
N 0.46762 -0.87250 -1.82030  0.1379
N -0.65892 0.19004 1.41624  -0.0155
C -1.60206 1.00245 0.57555  -0.0782
C 1.55472 -0.95737 -0.98956  -0.1836
H -2.11767 1.70038 1.22457  0.0849
H -0.49075 -0.84566 -1.52944  0.1017
H -0.29366 0.85208 2.09701  0.1206
H -1.11746 -0.56578 1.91095  0.1242
H 0.76953 -0.70059 -2.76348  0.1145
H 2.47458 -1.08097 -1.55537  0.1440
H -1.05652 1.56351 -0.18032  0.0868
H -2.34247 0.30966 0.20104  0.0823
H 0.45181 -0.19050 0.77128  0.0700
H 2.40891 0.04079 0.43813  0.1154

#Q
2 unconnected molecules or ions with the total composition C2H10N3, computed with ωB97M-V/def2-TZVPD.

Summary:
net charge: +1

Last column: Löwdin charge in e.
Cartesian coordinates (Å):
N -0.68869 1.10923 -0.25105  -0.0341
N -1.69416 -0.68309 -1.62975  0.0058
N 2.66789 -0.14111 1.36094  0.2024
C 1.47969 -0.46356 1.04548  0.1567
C -1.73543 0.04716 -0.39154  -0.3450
H -2.71940 0.49910 -0.29014  0.1149
H -1.60237 -0.66678 0.42157  0.0937
H 0.94440 -1.16149 1.67766  0.1304
H -0.33300 1.29708 -1.18670  0.0713
H -1.98233 -0.10452 -2.41443  0.0805
H -0.76958 -1.03899 -1.83789  0.0624
H 0.96621 -0.00266 0.20621  0.0667
H 3.12819 -0.47638 2.20025  0.1599
H 3.18632 0.51485 0.78585  0.1597
H -1.12620 1.98038 0.02655  0.0746

#R
A gas-phase ion, C2H10N3 (charge +1), computed with ωB97M-V/def2-TZVPD.

Summary:
structure (SMILES): C[NH2+]NCN
net charge: +1

Last column: Löwdin charge in e.
Cartesian coordinates (Å):
N -0.45961 -0.73038 1.42344  0.0175
N 0.90943 0.32612 -0.44280  -0.0840
N 0.01656 1.20444 0.10030  -0.0421
C -1.01621 0.57262 0.89073  -0.2252
C 0.68619 -0.61922 -1.57936  0.0323
H -1.21733 1.28892 1.72019  0.1343
H 1.17084 -0.25083 0.38463  0.1557
H 1.31153 -1.48488 -1.20838  0.1294
H -0.26588 -0.69186 2.40433  0.0771
H -1.98136 0.30539 0.42823  0.1224
H 0.95977 -0.10751 -2.46656  0.0871
H -1.11448 -1.52055 1.17083  0.1180
H -0.33580 -1.06571 -1.61858  0.1137
H 1.75037 0.84676 -0.67822  0.1859
H -0.41401 1.92669 -0.52879  0.1777

#P ends up most stable, edging out the next structure by 84.3 kJ/mol.

#P
2 unconnected molecules or ions with the total composition C2H10N3, computed with ωB97M-V/def2-TZVPD.

Summary:
net charge: +1

Last column: Löwdin charge in e.
Cartesian coordinates (Å):
N -1.86972 -1.61395 -1.41451  0.0016
N 0.47716 -0.71478 -0.92281  0.0401
N 1.03268 0.23790 -0.12458  0.0069
C 0.40148 0.86465 0.92094  -0.0268
C 1.03822 1.93370 1.67252  -0.0401
H 2.08673 1.55979 1.95503  0.1329
H 0.90495 -1.59729 -1.02552  0.0959
H -0.61090 -0.72126 -1.03849  0.0498
H -1.69412 -2.29751 -0.69982  0.0417
H -0.69396 0.74186 0.95901  0.1525
H -2.91715 -1.44225 -1.38870  0.0949
H 1.06212 2.82111 1.04917  0.1082
H 0.45414 1.98426 2.56163  0.0839
H 2.03497 0.35204 -0.17777  0.1718
H -1.70659 -2.10827 -2.32610  0.0868

#Q
2 unconnected molecules or ions with the total composition C2H10N3, computed with ωB97M-V/def2-TZVPD.

Summary:
net charge: +1

Last column: Löwdin charge in e.
Cartesian coordinates (Å):
N 0.69128 0.28240 1.25978  0.1403
N -1.61892 -2.08742 -0.47760  0.0895
N 0.77532 2.09827 -0.90601  0.0499
C 0.14055 -0.97817 0.73571  -0.1180
C -0.97401 -0.97907 -0.00127  -0.1904
H -1.13960 -2.97142 -0.48112  0.1077
H 0.20361 0.55385 2.11727  0.1657
H 0.64020 -1.89817 0.99161  0.1172
H -2.12359 -1.93984 -1.32565  0.0970
H -0.08405 2.60062 -1.07188  0.0589
H 1.55811 2.70792 -0.75895  0.0530
H 0.70604 1.03398 0.49738  0.0830
H 1.67256 0.13062 1.50494  0.1629
H 0.97376 1.51231 -1.70129  0.0559
H -1.42128 -0.06589 -0.38293  0.1275

#Q ends up most stable, edging out the next structure by 179.9 kJ/mol.